{"formula": "C40H39FI2N6O5Re", "method": "the ωB97M-V functional and the def2-TZVPD basis", "species": ["Re", "C", "O", "C", "N", "C", "C", "C", "C", "C", "C", "C", "C", "C", "C", "C", "C", "N", "C", "N", "C", "C", "O", "C", "C", "C", "C", "C", "C", "H", "H", "H", "H", "H", "H", "H", "H", "H", "H", "H", "H", "H", "H", "H", "H", "H", "H", "H", "C", "C", "N", "C", "C", "C", "O", "O", "C", "O", "C", "C", "C", "F", "C", "C", "C", "N", "C", "C", "N", "C", "C", "H", "H", "H", "H", "H", "H", "H", "H", "H", "H", "H", "H", "H", "H", "H", "H", "H", "H", "I", "C", "I", "H", "H"], "positions_angstrom": [[-0.28643, -0.30457, 0.07607], [-4.28242, -1.59687, 1.33001], [-3.49037, -1.24036, 2.53099], [-2.34420, -0.83064, 2.10323], [-2.12791, -0.84201, 0.82220], [-3.23770, -1.63116, 0.19518], [-3.66568, -1.08513, -1.13971], [-4.24739, 0.17158, -1.26824], [-4.64055, 0.63208, -2.51553], [-4.45891, -0.16258, -3.64030], [-3.87887, -1.41780, -3.51761], [-3.48246, -1.87650, -2.26983], [-1.19370, -0.55069, 2.97461], [-1.13075, -0.48782, 4.35607], [0.12484, -0.35844, 4.94537], [1.27391, -0.34543, 4.15594], [1.11366, -0.42017, 2.78497], [-0.09393, -0.49827, 2.21578], [2.12810, -0.58592, 1.73441], [1.70416, -0.65347, 0.50181], [2.78779, -1.30169, -0.29066], [3.99691, -1.08753, 0.64613], [3.36762, -0.83832, 1.96489], [2.94719, -0.72902, -1.67138], [2.76688, 0.62515, -1.92727], [2.94596, 1.12104, -3.21129], [3.32830, 0.26729, -4.23748], [3.52594, -1.08467, -3.97966], [3.32234, -1.58572, -2.70297], [-4.72814, -2.56371, 1.53915], [-5.05193, -0.83882, 1.20901], [-2.86165, -2.64518, 0.05454], [-4.41562, 0.79840, -0.39868], [-5.11965, 1.59818, -2.60521], [-4.80673, 0.18344, -4.60489], [-3.77727, -2.05755, -4.38533], [-3.06992, -2.87411, -2.16364], [-2.02996, -0.56532, 4.95351], [0.21150, -0.30486, 6.02295], [2.26185, -0.30129, 4.59581], [2.54248, -2.36500, -0.36263], [4.62499, -1.96390, 0.76642], [4.59031, -0.20895, 0.40230], [2.51137, 1.31259, -1.12584], [2.82223, 2.17962, -3.39950], [3.50916, 0.66012, -5.22976], [3.86722, -1.74556, -4.76596], [3.46742, -2.64230, -2.50705], [1.36808, -2.05409, -7.25068], [0.01949, -2.35219, -6.62083], [-0.17200, -1.61483, -5.33976], [0.06916, -2.26131, -4.21017], [-0.06266, -1.68659, -2.95252], [0.15946, -2.59179, -1.77035], [0.71372, -3.64630, -1.90227], [-0.36537, -2.17084, -0.62484], [-0.42448, -0.35486, -2.88719], [-0.51724, 0.30612, -1.71838], [-0.68796, 0.36626, -4.07804], [-1.11248, 1.70914, -4.06010], [-1.38314, 2.34972, -5.22484], [-1.86799, 3.59534, -5.16662], [-1.22229, 1.74383, -6.50599], [-0.80896, 0.41902, -6.51394], [-0.56146, -0.28355, -5.32486], [-1.47724, 2.42827, -7.68232], [-2.26056, 1.81465, -8.74906], [-1.73364, 2.19597, -10.12265], [-1.71666, 3.69517, -10.24300], [-0.92008, 4.32052, -9.12997], [-1.46875, 3.88462, -7.77909], [1.45717, -2.60779, -8.18447], [2.17528, -2.37543, -6.59372], [1.50046, -0.99375, -7.46610], [-0.07199, -3.40848, -6.37935], [-0.81914, -2.10774, -7.26917], [0.36869, -3.29971, -4.28262], [-1.27985, 2.22181, -3.12200], [-0.63869, -0.06335, -7.46328], [-3.30980, 2.13219, -8.66355], [-2.25708, 0.73158, -8.66500], [-2.36454, 1.79956, -10.91596], [-0.70767, 1.86274, -10.27103], [-2.67596, 4.05483, -10.22802], [-1.32656, 3.97047, -11.14829], [-0.97681, 5.40153, -9.24312], [0.10992, 3.99522, -9.26731], [-2.47274, 4.30034, -7.62879], [-0.82077, 4.31683, -7.02229], [-0.05796, 2.42836, 0.77075], [-2.00389, 3.34259, 0.97614], [-2.86166, 3.96676, -0.83534], [-1.80662, 4.20164, 1.60907], [-2.63858, 2.62489, 1.48161]], "mulliken_charge": [0.310, -0.458, -0.404, 0.366, 0.169, -0.649, 0.155, -0.009, -1.094, -0.554, -0.763, -0.282, 0.347, -0.661, -0.577, -0.627, 0.513, 0.022, 0.332, 0.258, -0.768, -0.412, -0.404, 0.092, -0.040, -0.890, -0.676, -0.862, -0.337, 0.310, 0.373, 0.711, 0.552, 0.534, 0.535, 0.529, 0.530, 0.613, 0.516, 0.611, 0.841, 0.344, 0.393, 0.559, 0.529, 0.532, 0.645, 0.493, -0.907, -1.204, 0.438, -0.291, 1.142, -0.495, -0.602, -0.536, 0.168, -0.311, 1.060, -0.611, 0.890, -0.383, -1.038, -0.518, -0.604, 0.233, -0.636, -0.765, -0.131, -0.985, -0.633, 0.444, 0.209, 0.320, 0.584, 0.587, 0.646, 0.205, 1.066, 0.256, 0.459, 0.421, 0.361, 0.400, 0.364, 0.454, 0.360, 0.434, 0.442, 0.261, -0.879, 0.200, 0.536, 0.341], "energy_ev": -82306.5258, "total_charge": 4, "s2": 0.77, "spin_multiplicity": 2, "gap_ev": [6.259, 6.292], "e_above_lowest_kcal_mol": 0.0, "homo_ha": [-0.6570, -0.6572]}